(1)
Below is a gas-phase ion, C6H15N2 (charge +1), with properties calculated with ωB97M-V with the def2-TZVPD basis set.

- structure (SMILES) = CC(C)(N)C1([NH3+])CC1
- charge = +1
- orbital gap (Eh) = 0.373
- LUMO (eV) = -3.30

XYZ file:
```
23
C6H15N2 (ωB97M-V with the def2-TZVPD basis set)
C 1.34 -0.13 1.40
C 0.67 -0.36 0.08
C 1.28 0.74 -1.09
N 0.97 -1.69 -0.52
C -0.82 0.01 0.11
N -0.99 1.48 -0.04
C -1.86 -0.86 -0.55
C -1.88 -0.69 0.90
H 0.94 -0.84 2.08
H 1.28 0.84 1.90
H 2.39 -0.46 1.11
H 2.11 0.26 -1.50
H 0.68 0.95 -1.91
H 1.64 1.61 -0.52
H 2.02 -1.72 -0.36
H 0.46 -2.39 -0.08
H -1.98 1.62 -0.21
H -0.47 1.67 -0.98
H -0.65 2.07 0.72
H -1.55 -1.70 -1.03
H -2.70 -0.47 -1.15
H -2.79 -0.19 1.21
H -1.72 -1.51 1.54
```



(2)
Below is 2 unconnected molecules or ions with the total composition C6H15N2, with properties calculated with ωB97M-V with the def2-TZVPD basis set.

- charge = +1
- orbital gap (Eh) = 0.329
- LUMO (eV) = -3.93

XYZ file:
```
23
C6H15N2 (ωB97M-V with the def2-TZVPD basis set)
C 1.75 0.88 1.02
C 2.36 -0.44 0.81
C -2.44 1.01 0.72
C 1.68 0.58 -1.39
C -2.08 0.03 -0.32
C -1.13 -1.02 0.08
N -0.92 -2.19 -0.47
N 1.30 0.06 -0.10
H 1.08 1.06 1.88
H 2.25 1.79 0.75
H 3.30 -0.65 0.28
H 1.97 -1.13 1.54
H -1.70 1.11 1.54
H -3.48 0.87 0.98
H -2.50 2.06 0.27
H 0.70 0.47 -1.83
H 2.02 1.59 -1.44
H 2.31 -0.04 -1.93
H -1.47 0.42 -1.10
H -2.84 -0.51 -0.90
H -0.66 -0.60 1.07
H -1.43 -2.51 -1.26
H -0.07 -2.85 -0.19
```



(3)
Below is 2 unconnected molecules or ions with the total composition C6H15N2, with properties calculated with ωB97M-V with the def2-TZVPD basis set.

- charge = +1
- orbital gap (Eh) = 0.303
- LUMO (eV) = -3.80

XYZ file:
```
23
C6H15N2 (ωB97M-V with the def2-TZVPD basis set)
C -2.15 2.97 -0.70
N -2.19 0.04 1.54
C -1.88 1.17 0.92
N -2.47 1.65 -0.13
H -1.95 2.84 -1.76
H -1.26 3.36 -0.22
H -2.97 3.66 -0.54
H -2.91 -0.52 1.09
H -1.39 -0.51 1.84
H -1.13 1.81 1.36
H -3.08 1.07 -0.69
C 1.84 -1.03 -0.54
C 2.67 -2.00 -0.23
C 4.00 -2.15 -0.89
C 0.49 -0.76 0.05
H 2.16 -0.26 -1.23
H 2.39 -2.78 0.48
H 4.76 -2.54 -0.22
H 3.95 -2.91 -1.67
H 4.36 -1.22 -1.32
H 0.17 -1.56 0.72
H -0.27 -0.69 -0.74
H 0.53 0.19 0.57
```



Name the most stable of them. (3).



(1)
Below is a gas-phase ion, C6H15N2 (charge +1), with properties calculated with ωB97M-V with the def2-TZVPD basis set.

- structure (SMILES) = C=CCCNCC[NH3+]
- charge = +1
- orbital gap (Eh) = 0.337
- LUMO (eV) = -3.35

XYZ file:
```
23
C6H15N2 (ωB97M-V with the def2-TZVPD basis set)
C -2.36 2.31 1.97
C -1.80 2.28 0.77
C -1.45 1.02 0.06
C -0.09 0.41 0.51
N 0.72 0.16 -0.71
C 1.99 -0.51 -0.52
C 1.68 -2.01 -0.42
N 0.60 -2.38 -1.37
H -2.53 3.24 2.50
H -2.83 1.51 2.53
H -1.55 3.13 0.14
H -1.43 1.20 -1.02
H -2.22 0.26 0.24
H -0.19 -0.49 1.13
H 0.46 1.10 1.17
H 0.76 1.05 -1.19
H 2.66 -0.20 -1.34
H 2.56 -0.17 0.35
H 1.47 -2.11 0.64
H 2.54 -2.65 -0.62
H 0.98 -2.60 -2.28
H 0.11 -1.47 -1.52
H -0.06 -3.07 -1.02
```



(2)
Below is 2 unconnected molecules or ions with the total composition C6H15N2, with properties calculated with ωB97M-V with the def2-TZVPD basis set.

- charge = +1
- orbital gap (Eh) = 0.212
- LUMO (eV) = -7.31

XYZ file:
```
23
C6H15N2 (ωB97M-V with the def2-TZVPD basis set)
C -3.17 0.02 0.29
C -2.03 0.45 -0.70
C -0.74 -0.17 -0.53
C 0.25 0.42 0.27
N 1.37 -0.16 0.55
C 2.40 0.61 1.12
C 3.73 0.28 0.43
N -2.72 -0.02 1.65
H -3.93 0.77 0.13
H -3.52 -0.97 0.03
H -1.95 1.53 -0.63
H -2.43 0.23 -1.68
H -0.66 -1.20 -0.85
H 0.12 1.47 0.51
H 0.92 -3.09 -4.75
H 2.20 1.68 1.13
H 2.52 0.28 2.16
H 3.89 -0.79 0.45
H 4.55 0.76 0.95
H 3.73 0.55 -0.62
H 0.51 -2.84 -4.18
H -3.30 0.22 2.43
H -1.74 -0.03 1.86
```



Name the most stable of them. (1).



(1)
Below is 2 unconnected molecules or ions with the total composition C6H15N2, with properties calculated with ωB97M-V with the def2-TZVPD basis set.

- charge = +1
- orbital gap (Eh) = 0.266
- LUMO (eV) = -4.65

XYZ file:
```
23
C6H15N2 (ωB97M-V with the def2-TZVPD basis set)
C 2.84 -0.64 -1.51
C 2.36 -0.55 -0.06
C 1.19 1.59 -0.28
N 1.23 0.40 0.11
H 2.09 -1.11 -2.14
H 3.10 0.34 -1.90
H 3.74 -1.24 -1.52
H 1.97 -1.51 0.27
H 3.16 -0.24 0.60
H 0.31 2.19 -0.13
H 2.05 2.01 -0.80
H 0.37 -0.02 0.50
C -1.60 1.36 1.58
C -1.80 -0.03 1.09
C -2.18 -0.35 -0.14
N -2.29 -1.65 -0.65
H -1.76 2.10 0.80
H -2.31 1.61 2.37
H -0.61 1.51 2.03
H -1.55 -0.85 1.77
H -2.42 0.42 -0.87
H -3.00 -1.71 -1.36
H -2.48 -2.33 0.07
```



(2)
Below is a gas-phase ion, C6H15N2 (charge +1), with properties calculated with ωB97M-V with the def2-TZVPD basis set.

- structure (SMILES) = C/C=[N+](/C)CCNC
- charge = +1
- orbital gap (Eh) = 0.309
- LUMO (eV) = -4.52

XYZ file:
```
23
C6H15N2 (ωB97M-V with the def2-TZVPD basis set)
C -0.28 -2.08 0.17
C -1.36 -1.08 0.63
N -1.01 0.11 1.11
C -2.16 0.99 1.32
C 0.31 0.73 0.80
C 0.41 1.13 -0.64
N 0.98 0.09 -1.40
C 2.48 0.05 -1.38
H 0.62 -1.50 -0.08
H -0.70 -2.66 -0.72
H -0.17 -2.85 0.94
H -2.42 -1.31 0.42
H -2.47 0.98 2.37
H -2.06 1.93 0.91
H -3.11 0.57 0.85
H 0.94 -0.06 1.22
H 0.39 1.53 1.47
H -0.60 1.42 -0.96
H 0.97 1.99 -0.66
H 0.72 0.13 -2.34
H 2.94 0.66 -2.16
H 2.90 0.28 -0.44
H 2.68 -1.03 -1.45
```



(3)
Below is a gas-phase ion, C6H15N2 (charge +1), with properties calculated with ωB97M-V with the def2-TZVPD basis set.

- structure (SMILES) = C=C(C)[N@@H+](CC)CN
- charge = +1
- orbital gap (Eh) = 0.397
- LUMO (eV) = -3.03

XYZ file:
```
23
C6H15N2 (ωB97M-V with the def2-TZVPD basis set)
C -1.70 -1.05 -1.03
C -1.16 -0.10 -0.24
C -1.92 1.09 0.24
N 0.15 -0.24 0.20
C 1.10 0.63 -0.60
C 1.15 0.03 -2.02
C 0.44 -0.10 1.84
N 1.64 -0.56 2.24
H -1.04 -1.80 -1.46
H -2.76 -1.19 -1.10
H -2.69 1.28 -0.44
H -1.33 2.03 0.32
H -2.45 0.85 1.20
H 0.36 -1.24 0.08
H 0.77 1.64 -0.53
H 2.11 0.54 -0.22
H 1.36 -0.98 -1.92
H 0.08 0.15 -2.39
H 1.79 0.53 -2.68
H -0.28 -0.85 2.37
H 0.15 0.88 2.12
H 2.41 -0.01 1.90
H 1.80 -1.53 2.13
```



Name the most stable of them. (1).



(1)
Below is a gas-phase ion, C6H15N2 (charge +1), with properties calculated with ωB97M-V with the def2-TZVPD basis set.

- structure (SMILES) = C/C=[N+](/C)CCNC
- charge = +1
- orbital gap (Eh) = 0.294
- LUMO (eV) = -4.20

XYZ file:
```
23
C6H15N2 (ωB97M-V with the def2-TZVPD basis set)
C 3.04 -0.96 -0.02
C 2.34 0.32 0.28
N 1.12 0.71 0.04
C 0.63 1.96 0.31
C 0.15 -0.31 -0.55
C -1.39 0.05 -1.13
N -2.24 0.23 0.02
C -2.79 -0.82 0.84
H 3.74 -1.14 0.76
H 3.77 -0.84 -0.93
H 2.24 -1.63 -0.13
H 2.96 1.10 0.64
H -0.42 2.11 0.72
H 1.26 2.46 1.03
H 0.85 2.46 -0.71
H -0.20 -0.95 0.33
H 0.49 -0.65 -1.52
H -1.20 0.97 -1.62
H -1.69 -0.71 -1.87
H -2.81 0.99 -0.12
H -2.68 -1.83 0.42
H -2.30 -0.91 1.81
H -3.74 -0.70 1.05
```



(2)
Below is 2 unconnected molecules or ions with the total composition C6H15N2, with properties calculated with ωB97M-V with the def2-TZVPD basis set.

- charge = +1
- orbital gap (Eh) = 0.326
- LUMO (eV) = -3.08

XYZ file:
```
23
C6H15N2 (ωB97M-V with the def2-TZVPD basis set)
C -1.94 0.27 1.22
C -1.52 1.32 0.23
C -0.77 2.38 0.55
N -0.33 3.35 -0.35
H -1.46 0.41 2.19
H -3.01 0.36 1.45
H -1.73 -0.75 0.87
H -1.95 1.26 -0.76
H -0.47 2.61 1.57
H -0.43 4.29 0.01
H -0.74 3.31 -1.27
C 0.49 -1.97 -1.62
C 1.43 -1.71 -0.49
C 2.42 -2.43 -0.03
N 0.99 -0.52 0.31
H 0.80 -2.84 -2.19
H -0.53 -2.06 -1.25
H 0.49 -1.14 -2.33
H 2.97 -2.17 0.87
H 2.68 -3.35 -0.54
H 0.41 -0.78 1.11
H 0.45 0.13 -0.27
H 1.76 0.03 0.70
```



Name the most stable of them. (2).



(1)
Below is 2 unconnected molecules or ions with the total composition CH2INO3S, with properties calculated with ωB97M-V with the def2-TZVPD basis set.

- charge = 0
- orbital gap (alpha / beta) (Eh) = 0.305 / 0.305
- LUMO (alpha / beta) (eV) = -1.76 / -1.76

XYZ file:
```
9
CH2INO3S (ωB97M-V with the def2-TZVPD basis set)
C -0.77 0.57 0.15
N -0.28 -0.75 0.55
O -0.93 -1.65 1.04
O 2.57 -0.05 0.55
O 1.39 -0.06 -1.60
S 1.89 -0.87 -0.47
I -2.96 0.57 0.08
H -0.60 0.89 -0.97
H -0.31 1.36 0.66
```



(2)
Below is CH2INO3S in the gas phase, with properties calculated with ωB97M-V with the def2-TZVPD basis set.

- charge = 0
- orbital gap (alpha / beta) (Eh) = 0.287 / 0.287
- LUMO (alpha / beta) (eV) = -1.58 / -1.58

XYZ file:
```
9
CH2INO3S (ωB97M-V with the def2-TZVPD basis set)
C -1.12 1.00 0.06
N 1.44 -1.68 -1.26
O 2.07 -2.53 -0.73
O 0.49 -0.98 -0.71
O 0.24 0.09 2.07
S -0.55 -0.54 1.04
I 0.51 2.40 -0.30
H -1.70 1.44 0.86
H -1.39 0.79 -1.01
```



Name the most stable of them. (1).



(1)
Below is C3H2N2S in the gas phase, with properties calculated with ωB97M-V with the def2-TZVPD basis set.

- structure (SMILES) = S=C1C=NC=N1
- charge = 0
- orbital gap (Eh) = 0.274
- LUMO (eV) = -2.20

XYZ file:
```
8
C3H2N2S (ωB97M-V with the def2-TZVPD basis set)
S 2.47 0.06 0.79
C 0.93 0.05 0.38
C 0.22 -0.69 -0.71
N -1.00 -0.39 -0.79
C -1.12 0.56 0.29
N -0.06 0.88 0.95
H 0.70 -1.40 -1.36
H -2.15 0.95 0.46
```



(2)
Below is C3H2N2S in the gas phase, with properties calculated with ωB97M-V with the def2-TZVPD basis set.

- charge = 0
- orbital gap (alpha / beta) (Eh) = 0.240 / 0.207
- LUMO (alpha / beta) (eV) = -1.89 / -2.17

XYZ file:
```
8
C3H2N2S (ωB97M-V with the def2-TZVPD basis set)
C 0.66 -0.54 0.17
C 1.14 0.85 0.06
C -1.77 -0.46 0.14
N -0.61 -0.87 0.03
N 0.33 1.76 0.08
S -3.30 -0.17 0.04
H 1.40 -1.35 -0.29
H 2.16 0.79 -0.22
```



Name the most stable of them. (1).